Record 1
{"formula": "C22H20N2O4", "method": "ωB97M-V/def2-TZVPD", "elements": ["O", "O", "O", "O", "C", "C", "C", "C", "C", "C", "C", "C", "C", "C", "C", "C", "C", "C", "C", "C", "C", "C", "C", "N", "N", "C", "C", "C", "H", "H", "H", "H", "H", "H", "H", "H", "H", "H", "H", "H", "H", "H", "H", "H", "H", "H", "H", "H"], "coordinates": [[2.914, -0.196, -4.610], [3.768, 4.992, -4.379], [-1.662, 3.883, 0.717], [-0.687, -2.730, 0.862], [3.150, 1.002, -4.561], [3.689, 3.777, -4.387], [-0.681, 3.336, 0.232], [4.034, 1.601, -5.539], [4.305, 2.940, -5.449], [2.471, 1.822, -3.534], [2.751, 3.190, -3.437], [-1.852, -5.019, 5.252], [-3.083, -0.080, 1.944], [-2.723, -5.534, 4.312], [-0.778, -4.198, 4.837], [-2.563, -1.360, 1.773], [-2.409, 1.069, 1.495], [-0.661, -0.395, 0.644], [-2.526, -5.232, 2.960], [-0.594, -3.886, 3.503], [-1.321, -1.518, 1.117], [-1.208, 0.911, 0.806], [-1.488, -4.375, 2.550], [-0.454, 1.954, 0.262], [1.014, 3.421, -1.682], [-1.388, -3.954, 1.089], [0.334, 4.198, -0.573], [2.107, 4.105, -2.372], [4.451, 0.985, -6.342], [4.916, 3.459, -6.148], [1.751, 1.340, -2.892], [-2.052, -5.242, 6.291], [-4.051, 0.021, 2.430], [-3.534, -6.123, 4.709], [-0.113, -3.774, 5.586], [-3.107, -2.247, 2.074], [-2.866, 2.065, 1.629], [0.288, -0.543, 0.142], [-3.236, -5.664, 2.265], [0.159, -3.187, 3.170], [0.348, 1.668, -0.292], [0.282, 3.074, -2.332], [-0.832, -4.764, 0.613], [-2.340, -3.886, 0.550], [1.041, 4.532, 0.174], [-0.144, 5.126, -0.967], [1.691, 5.026, -2.802], [2.889, 4.410, -1.686]], "mulliken_charge": [-0.551, -0.557, -0.620, -0.403, 0.261, 0.347, 0.471, -0.464, -0.566, -0.289, 0.376, -0.365, -0.784, -0.489, -0.540, -0.473, -0.500, -0.451, -0.365, -0.217, 0.139, 0.836, 0.424, -0.106, -0.265, -0.935, -0.685, -0.702, 0.417, 0.451, 0.516, 0.364, 0.362, 0.378, 0.353, 0.383, 0.422, 0.382, 0.349, 0.404, 0.125, 0.280, 0.380, 0.453, 0.374, 0.375, 0.358, 0.346], "orbital_gap_ev": 6.6, "smiles": "O=C1C=CC(=O)C(CNCC(=O)Nc2cccc(OCc3ccccc3)c2)=C1", "charge": 0, "lumo_ha": -0.0653}

---

Record 2
{"formula": "C22H20N2O7PPbS", "method": "ωB97M-V/def2-TZVPD", "elements": ["Pb", "N", "C", "C", "O", "N", "C", "C", "O", "O", "H", "H", "H", "H", "H", "H", "O", "S", "O", "O", "C", "C", "C", "C", "C", "C", "P", "C", "C", "C", "C", "C", "C", "C", "C", "C", "C", "C", "C", "H", "H", "H", "H", "H", "H", "H", "H", "H", "H", "H", "H", "H", "H", "O"], "coordinates": [[-0.232, 0.891, 2.192], [-0.735, 2.900, 4.205], [0.574, 3.481, 4.476], [1.798, 2.670, 4.097], [2.874, 3.040, 4.505], [1.772, 1.566, 3.218], [1.963, 0.345, 3.932], [0.920, -0.814, 3.588], [1.215, -1.533, 2.617], [-0.107, -0.772, 4.279], [-1.023, 3.103, 3.256], [-1.444, 3.267, 4.808], [0.683, 3.557, 5.558], [0.738, 4.478, 4.053], [1.848, 0.452, 5.013], [2.923, -0.136, 3.727], [-3.883, -2.368, 1.122], [-2.462, -2.168, 1.340], [-1.846, -3.049, 2.300], [-2.129, -0.742, 1.518], [-1.734, -2.615, -0.247], [-2.163, -3.868, -0.705], [-1.760, -4.365, -1.921], [-0.920, -3.602, -2.728], [-0.491, -2.369, -2.287], [-0.871, -1.849, -1.031], [-0.216, -0.131, -0.661], [-1.191, 0.831, -1.868], [-0.903, 0.915, -3.224], [-1.709, 1.667, -4.069], [-2.819, 2.328, -3.568], [-3.124, 2.234, -2.217], [-2.313, 1.493, -1.372], [1.473, -0.270, -1.343], [2.081, 0.799, -1.991], [3.393, 0.698, -2.433], [4.122, -0.460, -2.203], [3.535, -1.516, -1.521], [2.218, -1.423, -1.096], [-2.836, -4.430, -0.072], [-2.107, -5.336, -2.253], [-0.600, -3.967, -3.696], [0.169, -1.796, -2.924], [-0.038, 0.403, -3.629], [-1.469, 1.730, -5.124], [-3.449, 2.911, -4.229], [-3.995, 2.739, -1.819], [-2.556, 1.409, -0.321], [1.531, 1.721, -2.123], [3.852, 1.538, -2.940], [5.150, -0.531, -2.537], [4.103, -2.414, -1.311], [1.774, -2.243, -0.543], [0.417, 1.600, 0.203]], "mulliken_charge": [1.041, -0.560, -0.375, 0.343, -0.608, -0.171, -0.260, 0.533, -0.583, -0.604, 0.207, 0.229, 0.359, 0.272, 0.339, 0.240, -0.754, 1.340, -0.705, -0.550, 0.157, -0.779, -0.647, -0.866, -0.121, 0.738, 0.842, 0.696, 0.007, -0.817, -0.476, -0.641, -0.565, 0.202, -0.413, -0.761, -0.452, -0.700, -0.388, 0.420, 0.363, 0.398, 0.182, 0.306, 0.396, 0.364, 0.397, 0.263, 0.487, 0.400, 0.381, 0.405, 0.464, -0.975], "orbital_gap_ev": [4.8, 7.8], "charge": -1, "lumo_ha": [0.0092, 0.0819]}

---

Record 3
{"formula": "C22H20N4O4", "method": "ωB97M-V/def2-TZVPD", "elements": ["C", "C", "C", "N", "C", "O", "C", "N", "C", "O", "C", "C", "C", "C", "C", "C", "C", "O", "H", "H", "H", "H", "C", "H", "H", "H", "H", "H", "C", "O", "N", "C", "C", "C", "C", "C", "C", "H", "H", "H", "H", "H", "N", "C", "H", "H", "H", "H", "H", "H"], "coordinates": [[1.636, 3.676, -0.241], [1.620, 2.207, -0.038], [0.612, 1.353, 0.286], [-0.737, 1.460, 0.612], [-1.638, 2.443, 0.402], [-1.373, 3.580, 0.078], [-3.084, 1.994, 0.687], [-3.273, 0.592, 0.370], [-2.986, 0.027, -0.872], [-2.557, 0.627, -1.823], [-3.308, -1.412, -0.729], [-3.200, -2.449, -1.632], [-3.570, -3.720, -1.202], [-4.028, -3.936, 0.088], [-4.134, -2.890, 1.000], [-3.769, -1.631, 0.573], [-3.749, -0.336, 1.291], [-4.053, -0.076, 2.427], [-4.486, -3.051, 2.007], [-4.305, -4.934, 0.393], [-3.495, -4.553, -1.885], [-2.839, -2.273, -2.633], [-4.069, 2.875, -0.076], [-3.861, 3.916, 0.150], [-5.091, 2.637, 0.208], [-3.944, 2.723, -1.146], [-3.260, 2.085, 1.768], [-1.079, 0.544, 0.893], [1.141, 0.001, 0.305], [0.545, -1.033, 0.573], [2.474, 0.134, -0.023], [3.459, -0.844, 0.176], [4.668, -0.526, 0.789], [5.622, -1.510, 0.972], [5.373, -2.810, 0.566], [4.159, -3.128, -0.021], [3.203, -2.151, -0.226], [2.252, -2.390, -0.673], [3.957, -4.142, -0.328], [6.120, -3.575, 0.716], [6.559, -1.260, 1.446], [4.847, 0.480, 1.138], [2.794, 1.484, -0.158], [3.788, 1.844, -1.146], [4.572, 1.090, -1.155], [4.223, 2.804, -0.874], [3.356, 1.915, -2.149], [2.345, 4.147, 0.438], [1.926, 3.918, -1.263], [0.640, 4.071, -0.062]], "mulliken_charge": [-1.585, -0.172, 0.575, -0.175, 0.481, -0.726, 0.259, 0.046, 0.574, -0.641, 0.299, -0.527, -0.500, -0.483, -0.537, 0.076, 0.504, -0.669, 0.500, 0.399, 0.408, 0.502, -1.605, 0.400, 0.420, 0.361, 0.430, 0.044, 0.734, -0.782, 0.273, 0.210, 0.035, -0.671, -0.428, -0.695, -0.413, 0.437, 0.363, 0.388, 0.375, 0.491, -0.057, -1.213, 0.487, 0.366, 0.338, 0.372, 0.401, 0.330], "orbital_gap_ev": 7.6, "smiles": "Cc1c(NC(=O)[C@@H](C)N2C(=O)c3ccccc3C2=O)c(=O)n(-c2ccccc2)n1C", "charge": 0, "lumo_ha": -0.0136}

---

Record 4
{"formula": "C22H20N5O5SeTi", "method": "ωB97M-V/def2-TZVPD", "elements": ["Ti", "N", "C", "C", "O", "N", "C", "C", "O", "O", "H", "H", "H", "H", "H", "H", "O", "C", "O", "C", "C", "C", "C", "C", "C", "C", "C", "C", "N", "H", "H", "H", "H", "H", "H", "C", "N", "C", "Se", "N", "C", "C", "C", "C", "C", "C", "H", "H", "H", "H", "H", "H", "H", "H"], "coordinates": [[-1.029, -0.309, -1.053], [-2.340, -1.344, -2.583], [-3.284, -2.245, -1.910], [-2.870, -2.575, -0.427], [-3.299, -3.556, 0.177], [-2.062, -1.638, 0.062], [-1.499, -1.786, 1.413], [-0.178, -1.048, 1.560], [0.639, -1.286, 2.455], [0.031, -0.203, 0.505], [-1.721, -1.929, -3.285], [-2.799, -0.678, -3.185], [-4.325, -1.839, -1.913], [-3.208, -3.215, -2.421], [-2.238, -1.327, 2.146], [-1.435, -2.859, 1.653], [0.772, 2.639, -2.758], [-0.117, 1.959, -2.289], [-0.311, 0.666, -2.561], [-1.171, 2.530, -1.438], [-1.374, 3.897, -1.394], [-2.486, 4.403, -0.774], [-3.272, 3.561, 0.075], [-4.174, 4.065, 1.053], [-4.427, 3.396, 2.237], [-4.080, 2.067, 2.331], [-3.389, 1.449, 1.245], [-2.921, 2.176, 0.191], [-1.925, 1.675, -0.677], [-0.573, 4.522, -1.719], [-2.798, 5.452, -0.872], [-4.725, 5.003, 0.806], [-4.827, 3.882, 3.136], [-4.326, 1.464, 3.189], [-3.204, 0.416, 1.351], [3.302, 0.417, -1.306], [3.361, -0.838, -0.516], [2.589, -1.931, -0.812], [1.231, -2.013, -2.040], [3.081, -2.962, -0.120], [4.160, -2.604, 0.639], [4.995, -3.257, 1.497], [6.024, -2.535, 2.157], [6.136, -1.153, 1.902], [5.249, -0.373, 1.093], [4.328, -1.162, 0.443], [2.433, 0.401, -1.968], [4.189, 0.580, -1.938], [3.157, 1.286, -0.665], [2.653, -3.907, -0.209], [4.899, -4.348, 1.668], [6.762, -3.026, 2.754], [6.995, -0.634, 2.323], [5.400, 0.674, 0.773]], "mulliken_charge": [0.347, -0.488, -0.453, 0.336, -0.727, 0.265, -0.632, 0.484, -0.710, -0.284, 0.288, 0.273, 0.247, 0.345, 0.324, 0.416, -0.648, 0.426, -0.670, 0.834, -0.910, -0.443, 0.694, -0.730, -0.481, -0.691, -0.312, 0.205, 0.115, 0.487, 0.387, 0.346, 0.365, 0.429, 0.410, -0.970, 0.391, -0.414, -0.293, 0.104, 0.346, -0.650, -0.572, -0.483, -0.666, 0.747, 0.153, 0.339, 0.332, 0.329, 0.330, 0.416, 0.350, 0.369], "orbital_gap_ev": [6.1, 6.8], "multiplicity": 2, "charge": 0, "lumo_ha": [-0.0401, -0.0415]}

---

Record 5
{"formula": "C22H20N6O2S2", "method": "ωB97M-V/def2-TZVPD", "elements": ["C", "C", "C", "C", "C", "C", "C", "H", "N", "C", "N", "N", "C", "C", "N", "C", "O", "C", "C", "C", "C", "C", "C", "H", "H", "H", "H", "H", "H", "H", "H", "S", "C", "C", "O", "N", "C", "N", "C", "C", "S", "H", "H", "H", "H", "H", "H", "H", "H", "H", "H", "H"], "coordinates": [[-3.156, -3.047, -0.365], [-2.161, -2.112, 0.246], [-2.140, -1.885, 1.617], [-1.247, -0.991, 2.177], [-0.355, -0.301, 1.378], [-0.366, -0.530, 0.010], [-1.257, -1.430, -0.556], [-1.240, -1.595, -1.623], [0.552, 0.147, -0.822], [1.546, -0.403, -1.596], [2.220, 0.535, -2.198], [1.688, 1.710, -1.849], [0.695, 1.490, -1.028], [-0.236, 2.514, -0.485], [-1.605, 2.090, -0.674], [-2.433, 1.851, 0.377], [-2.118, 2.129, 1.518], [-3.724, 1.189, 0.037], [-4.312, 1.229, -1.223], [-5.492, 0.548, -1.459], [-6.095, -0.180, -0.446], [-5.526, -0.207, 0.817], [-4.352, 0.480, 1.058], [-3.895, 0.480, 2.035], [-6.000, -0.762, 1.612], [-7.012, -0.716, -0.640], [-5.946, 0.587, -2.439], [-3.877, 1.813, -2.022], [-1.868, 1.794, -1.599], [-0.036, 3.460, -0.996], [-0.102, 2.654, 0.594], [1.791, -2.130, -1.729], [3.280, -2.316, -0.672], [2.814, -2.188, 0.752], [2.335, -3.094, 1.390], [2.865, -0.928, 1.314], [3.425, 0.232, 0.847], [4.310, 0.344, -0.076], [4.632, 1.637, -0.316], [3.993, 2.552, 0.450], [2.905, 1.774, 1.538], [4.079, 3.618, 0.446], [5.353, 1.851, -1.082], [2.421, -0.875, 2.225], [3.630, -3.329, -0.859], [4.011, -1.566, -0.962], [0.331, 0.415, 1.806], [-1.245, -0.822, 3.243], [-2.834, -2.416, 2.251], [-3.436, -3.827, 0.337], [-4.057, -2.494, -0.636], [-2.755, -3.506, -1.265]], "mulliken_charge": [-1.508, 0.763, -0.731, -1.437, 0.278, -1.055, 0.245, 0.641, 0.953, 0.163, -0.519, -0.560, 0.867, -1.294, -0.118, 0.416, -0.655, 0.497, -0.146, -0.764, -0.440, -0.655, -0.559, 0.541, 0.414, 0.408, 0.418, 0.462, 0.250, 0.361, 0.355, -0.196, -0.556, 0.352, -0.627, -0.019, 0.412, -0.433, -0.765, -0.105, -0.165, 0.468, 0.439, 0.289, 0.459, 0.383, 0.599, 0.430, 0.434, 0.408, 0.202, 0.398], "orbital_gap_ev": 9.1, "smiles": "Cc1cccc(-n2c(CNC(=O)c3ccccc3)nnc2SCC(=O)Nc2nccs2)c1", "charge": 0, "lumo_ha": 0.0174}

---

Energy values, unit eV, following the record order: -34307.211 -65820.938 -37290.383 -129292.163 -57845.792.
Largest force on an atom values, unit eV/A, following the record order: 3.854 2.554 0.691 3.895 1.220.